H20O10 | the ωB97M-V functional and the def2-TZVPD basis

Calculated values
Gap between HOMO and LUMO, eV: 10.8935
Molar mass, g/mol: 180.15
Max |F|, eV/Å: 4.0
Net charge: 0
SMILES: O.O.O.O.O.O.O.O.O.O
HOMO, eV: -11.33
Calculated total energy, eV: -20796.9175
Lowest unoccupied orbital energy, eV: -0.44

Last column: Mulliken charge in e.
Positions of all 30 atoms, in Å:
O -3.463 -3.463 -2.404  -0.6235
O 0.262 2.766 -2.245  -0.6115
O -1.118 -0.584 3.879  -0.6190
O 2.173 0.245 2.229  -0.5633
O 3.982 3.704 -0.146  -0.5974
O 1.384 -5.074 1.349  -0.6485
O -2.941 2.127 -1.108  -0.5672
O 2.417 0.436 -1.642  -0.5573
O -2.177 0.151 -0.032  -0.5662
O 0.009 -0.215 0.268  -0.5127
H 0.925 0.052 0.148  0.0715
H 0.644 2.127 -1.679  0.3336
H -0.694 2.764 -2.091  0.3537
H 1.499 0.558 -1.738  0.1893
H 3.911 3.425 0.766  0.2993
H -3.002 2.896 -1.644  0.2868
H -2.532 -0.524 -0.642  0.2901
H -3.043 -4.298 -2.178  0.3238
H 4.205 2.954 -0.592  0.2953
H 2.583 0.260 1.307  0.2655
H -3.180 -2.876 -1.714  0.2969
H 0.939 -4.528 0.715  0.3080
H -2.892 0.545 0.401  0.2767
H -0.254 -0.287 -0.708  0.4112
H 1.070 -4.755 2.275  0.3405
H 2.612 -0.030 -0.817  0.3449
H 2.658 0.862 2.780  0.2874
H -1.776 0.030 3.980  0.2877
H -1.105 -0.678 2.919  0.3105
H -3.095 1.409 -1.636  0.2940

Forces on atoms 1 to 3 (eV/Å):
-0.0931 -0.3714 -0.4043
-0.8242 1.0128 -1.2478
2.1762 -2.2304 -0.8383